Molecular formula: C14H56N28O14
Method: DFT, ωB97M-V/def2-TZVPD

```
112
Properties=species:S:1:pos:R:3:forces:R:3:lowdin_charge:R:1
C -5.914 -18.044 3.341 0.8 0.3 -0.4 -0.799
O -5.505 -18.244 2.215 0.3 -1.3 -3.0 -0.017
N -5.267 -17.345 4.159 3.4 3.0 3.2 0.222
N -6.985 -18.474 3.865 -6.0 -3.5 0.8 0.199
H -5.631 -17.185 5.088 0.7 0.2 -0.3 0.131
H -4.337 -17.110 3.843 0.6 1.1 0.7 0.060
H -7.486 -19.148 3.304 -0.4 0.2 0.3 0.062
H -7.214 -18.400 4.846 0.2 0.1 -0.5 0.127
C -2.321 -21.573 -0.360 1.0 -1.8 -0.2 -0.757
O -1.461 -22.267 0.175 -0.5 0.1 -0.3 0.042
N -2.937 -20.551 0.121 -0.8 3.8 4.7 0.195
N -2.950 -21.822 -1.507 0.9 -2.8 -2.1 0.140
H -2.660 -20.407 1.081 -0.1 1.1 0.1 0.100
H -3.244 -19.771 -0.442 0.0 0.0 0.2 0.092
H -3.467 -21.056 -1.916 0.1 -0.3 -0.9 0.066
H -2.390 -22.530 -1.960 -0.6 0.2 -1.3 0.123
C -1.669 -17.842 -1.663 -2.3 0.5 1.1 -0.827
O -1.115 -17.678 -0.628 2.2 1.0 4.1 0.054
N -2.950 -17.732 -1.888 -3.5 0.1 -0.3 0.204
N -1.059 -18.235 -2.710 3.9 -1.7 -4.1 0.186
H -3.227 -18.363 -2.627 -1.0 0.4 -0.1 0.052
H -3.639 -17.471 -1.198 0.2 0.2 0.0 0.079
H -1.482 -18.186 -3.626 0.5 0.1 0.2 0.118
H -0.068 -18.291 -2.527 0.0 -0.2 -0.9 0.130
C -5.711 -17.655 -5.787 2.3 1.4 3.0 -0.797
O -4.821 -17.210 -5.057 1.3 -0.2 -0.1 -0.002
N -6.712 -16.931 -6.072 -4.4 3.4 -1.8 0.202
N -5.811 -18.886 -6.149 0.8 -4.3 -1.2 0.196
H -7.537 -17.327 -6.499 0.1 0.5 0.1 0.129
H -6.713 -15.963 -5.783 -0.4 -0.2 -0.2 0.113
H -4.990 -19.439 -5.949 -0.6 -0.2 -0.3 0.077
H -6.588 -19.219 -6.702 0.5 -0.2 0.1 0.124
C -7.534 -14.643 -3.212 -2.0 1.4 1.1 -0.787
O -8.207 -14.136 -4.078 -0.2 0.2 -2.6 0.029
N -6.475 -15.380 -3.225 4.1 -2.6 -2.7 0.178
N -7.833 -14.497 -1.953 -2.1 1.3 5.2 0.173
H -6.172 -15.830 -2.373 0.3 0.1 -0.3 0.079
H -5.992 -15.566 -4.092 0.3 -0.1 0.6 0.072
H -7.205 -14.747 -1.203 -0.1 0.0 -0.1 0.072
H -8.652 -14.031 -1.590 0.0 0.0 -0.7 0.126
C -2.387 -16.764 2.579 -3.0 1.9 3.2 -0.720
O -2.968 -16.133 3.503 0.6 -0.3 -0.5 -0.044
N -3.014 -17.289 1.555 0.0 -0.7 -2.6 0.190
N -1.102 -16.939 2.589 3.3 -0.4 -0.3 0.192
H -2.385 -17.279 0.765 -0.3 -0.7 -0.7 0.057
H -4.008 -17.409 1.422 0.0 0.3 0.6 0.062
H -0.746 -17.623 1.937 0.5 0.2 0.3 0.109
H -0.543 -16.535 3.326 -0.2 -0.3 -0.3 0.126
C -10.166 -21.570 -1.183 -2.0 0.7 -0.1 -0.759
O -10.663 -22.287 -2.020 0.2 -1.3 -1.0 0.036
N -10.815 -21.062 -0.144 -3.1 0.2 3.2 0.155
N -9.023 -20.949 -1.179 4.2 0.3 -1.4 0.192
H -10.305 -20.522 0.540 -0.5 0.0 -0.2 0.061
H -11.751 -21.336 0.117 0.3 -0.1 -0.3 0.118
H -8.774 -20.497 -0.311 0.7 0.3 -0.7 0.078
H -8.312 -21.249 -1.830 0.1 0.6 0.4 0.069
C -5.840 -14.077 1.220 -0.2 0.2 0.9 -0.769
O -6.987 -14.339 1.052 -3.7 -0.6 -1.5 0.038
N -4.821 -14.764 0.811 3.1 -1.4 -1.2 0.211
N -5.547 -13.032 1.953 1.5 2.9 1.7 0.172
H -3.928 -14.493 1.199 0.0 -0.6 -0.3 0.108
H -4.934 -15.670 0.380 -0.1 0.1 0.0 0.058
H -4.567 -12.863 2.130 -0.5 0.4 0.5 0.105
H -6.289 -12.611 2.494 0.4 0.0 -0.2 0.122
C -2.982 -20.988 3.828 -1.0 -1.1 0.9 -0.806
O -2.381 -19.976 3.751 2.5 2.8 -0.5 0.088
N -2.666 -22.053 4.541 1.7 -1.9 1.8 0.164
N -4.150 -21.157 3.261 -3.9 0.3 -2.8 0.165
H -1.817 -21.982 5.082 -0.3 -0.4 0.1 0.118
H -3.334 -22.805 4.635 0.7 0.1 0.2 0.103
H -4.807 -21.909 3.411 0.5 0.2 0.0 0.097
H -4.443 -20.421 2.634 -0.3 0.1 0.2 0.081
C -5.959 -18.108 -1.072 0.1 -1.2 -0.7 -0.716
O -5.638 -17.026 -0.633 0.7 2.4 0.5 -0.010
N -6.084 -18.412 -2.345 -0.9 -0.5 -2.3 0.213
N -6.120 -19.175 -0.302 -0.2 -1.2 1.6 0.198
H -6.294 -19.384 -2.522 0.2 0.4 -0.4 0.076
H -5.907 -17.814 -3.139 0.1 0.1 0.3 0.080
H -6.212 -20.086 -0.730 0.1 0.1 0.2 0.054
H -5.818 -19.047 0.653 -0.3 -0.2 0.5 0.050
C -3.948 -20.666 -4.324 -2.1 3.2 3.9 -0.757
O -4.028 -19.836 -3.392 1.1 -1.1 -1.1 -0.018
N -3.176 -20.679 -5.338 5.3 1.6 -4.3 0.181
N -4.848 -21.558 -4.538 -3.8 -4.4 0.1 0.188
H -2.647 -19.859 -5.597 0.2 -0.2 0.3 0.138
H -3.317 -21.364 -6.067 0.3 0.5 0.1 0.126
H -5.633 -21.727 -3.926 0.3 0.2 0.4 0.093
H -4.595 -22.261 -5.218 -0.8 -0.1 0.3 0.122
C -9.382 -16.757 1.192 -1.6 2.0 0.6 -0.822
O -10.148 -15.824 1.330 -1.2 1.1 -0.4 0.032
N -9.701 -18.000 1.146 -2.7 -4.7 -0.1 0.157
N -8.114 -16.659 1.099 4.7 2.5 -0.6 0.192
H -8.923 -18.551 1.479 -1.2 -1.0 -0.2 0.052
H -10.691 -18.196 1.172 0.3 -0.5 0.5 0.113
H -7.877 -15.722 0.805 1.2 -0.1 0.6 0.053
H -7.408 -17.381 1.136 -0.3 0.1 -0.3 0.077
C -6.380 -22.650 -1.669 2.6 2.0 0.9 -0.753
O -6.261 -21.479 -2.057 -0.6 0.4 -0.8 -0.049
N -5.524 -23.112 -0.792 1.6 -1.2 2.3 0.193
N -7.281 -23.458 -2.060 -4.5 -2.7 -2.8 0.218
H -4.689 -22.573 -0.613 0.2 0.0 -0.2 0.085
H -5.578 -24.047 -0.413 0.1 0.2 -0.2 0.124
H -7.953 -23.108 -2.728 -0.2 0.0 0.1 0.124
H -7.361 -24.459 -1.949 0.5 0.3 0.4 0.137
C -8.191 -21.296 2.027 2.5 0.2 -2.0 -0.757
O -8.056 -20.094 1.945 -0.2 1.3 0.2 -0.007
N -7.294 -22.102 1.466 2.6 -0.9 -1.0 0.188
N -9.187 -21.924 2.513 -3.5 -1.3 2.3 0.210
H -6.467 -21.653 1.098 -0.2 -0.2 -0.1 0.090
H -7.365 -23.102 1.348 -0.1 0.4 0.1 0.108
H -9.840 -21.325 2.999 -0.4 -0.8 0.2 0.145
H -9.102 -22.928 2.580 -0.8 0.4 0.4 0.132
```
Forces are in eV/Å.

Summary:
Energy relative to the best compared isomer or geometry (same formula, charge and spin) in eV: 9.062
Highest occupied orbital energy in eV: -7.894
Frontier orbital gap in eV: 7.20

=====

Molecular formula: C5H7FO
Method: DFT, ωB97M-V/def2-TZVPD

```
14
Properties=species:S:1:pos:R:3:forces:R:3:nbo_charge:R:1
C 0.997 -1.731 0.717 -1.8 -1.2 2.0 -0.641
C 0.413 -0.457 1.281 -1.3 -5.6 5.0 0.102
C -0.234 0.578 0.666 -4.6 3.5 -1.5 -0.032
C -0.696 0.463 -0.769 -1.7 2.6 -3.9 0.392
C -1.734 0.999 -1.563 1.8 -0.5 7.4 -0.456
H 1.385 -1.747 -0.241 -0.2 0.4 -2.5 0.228
H 1.918 -2.032 1.211 -0.4 -0.1 1.1 0.228
H 0.120 -2.494 0.899 2.1 1.0 -0.7 0.218
H -0.288 -0.822 2.285 2.6 1.3 -2.0 0.135
H -0.941 1.194 1.303 0.3 -1.1 -1.1 0.202
H -2.542 1.429 -0.996 -0.1 0.5 0.3 0.190
H -1.966 1.004 -2.546 0.3 -0.9 -3.1 0.215
O 1.046 0.751 1.261 1.4 0.9 -1.0 -0.440
F 0.163 -0.184 -1.555 1.5 -0.9 -0.1 -0.342
```
Forces are in eV/Å.

Summary:
SMILES string: C=C(F)[C@@H]1O[C@@H]1C
Energy relative to the best compared isomer or geometry (same formula, charge and spin) in eV: 3.517
Highest occupied orbital energy in eV: -9.340
Frontier orbital gap in eV: 10.29

=====

Molecular formula: C36H101F2N10O14PbS2
Method: DFT, ωB97M-V/def2-TZVPD

```
166
Properties=species:S:1:pos:R:3:forces:R:3:lowdin_charge:R:1
Pb -0.921 3.259 2.329 -0.1 -0.6 0.3 1.570
N -0.596 1.754 0.478 1.2 -2.7 -1.8 -0.409
S -0.642 1.961 -1.105 -2.7 5.9 -2.7 0.469
O -1.653 1.301 -1.854 0.8 -1.3 0.4 -0.264
O 0.580 2.357 -1.707 0.6 -1.0 0.2 -0.212
F -1.381 3.424 -0.997 0.3 -0.2 0.6 -0.223
S 0.197 0.270 0.382 0.2 -1.1 4.4 0.478
O 1.581 0.337 0.103 0.3 0.4 -0.6 -0.230
O -0.603 -0.803 -0.065 -0.3 0.2 -0.7 -0.208
F 0.180 0.112 1.976 -0.2 0.1 -0.1 -0.205
O -2.675 4.698 1.174 -0.1 0.2 0.2 -0.147
H -3.618 4.665 1.372 -0.1 -0.1 0.0 0.077
H -2.578 5.388 0.507 0.2 -0.1 -0.2 0.082
C 3.508 -2.191 -4.605 -0.4 0.3 0.5 -0.064
C 2.496 -1.273 -5.264 -0.3 0.0 -1.0 -0.437
C 1.240 -1.047 -4.431 0.4 -1.0 0.3 -0.234
O 0.357 -0.269 -5.184 -0.1 0.2 0.3 -0.179
C -0.816 0.193 -4.510 0.9 -0.1 -0.4 -0.078
N 3.135 -0.047 -5.765 -0.1 0.5 0.2 0.044
H 3.959 -1.693 -3.741 0.1 0.1 -0.1 0.063
H 4.297 -2.433 -5.312 0.0 -0.2 0.0 0.080
H 3.017 -3.085 -4.216 0.2 -0.2 -0.2 0.071
H 2.079 -1.778 -6.144 0.2 -0.2 0.0 0.138
H 1.464 -0.696 -3.409 0.0 0.7 -0.2 0.128
H 0.833 -2.059 -4.265 -0.2 0.1 0.0 0.129
H -0.959 -0.276 -3.536 0.0 -0.3 -0.1 0.066
H -1.637 -0.027 -5.189 -0.3 0.2 0.2 0.092
H -0.683 1.263 -4.344 -0.4 0.1 0.0 0.079
H 2.976 0.059 -6.759 0.1 -0.3 0.0 0.068
H 2.667 0.775 -5.394 0.1 -0.1 0.3 0.064
C 2.793 -2.923 0.904 -0.1 1.3 0.2 -0.079
C 2.770 -3.692 -0.404 0.1 -1.3 0.9 -0.401
C 4.214 -3.726 -0.889 -0.4 1.2 0.6 -0.245
O 4.325 -4.275 -2.168 0.2 -0.6 0.4 -0.176
C 5.672 -4.604 -2.451 0.1 0.7 -0.8 -0.089
N 2.229 -5.037 -0.104 0.4 -0.3 -0.3 0.042
H 1.909 -3.001 1.541 -0.2 -0.2 -0.4 0.067
H 2.920 -1.855 0.690 0.0 0.0 0.1 0.061
H 3.627 -3.188 1.561 0.1 -0.3 -0.3 0.075
H 2.101 -3.273 -1.158 0.2 0.4 0.0 0.139
H 4.811 -4.189 -0.087 0.0 -0.7 -0.4 0.135
H 4.579 -2.684 -0.845 0.0 0.0 -0.5 0.099
H 6.283 -3.709 -2.286 0.3 -0.3 0.4 0.078
H 5.770 -4.789 -3.522 -0.3 -0.2 0.0 0.092
H 6.027 -5.480 -1.907 0.0 0.1 0.2 0.093
H 2.663 -5.396 0.744 -0.1 0.2 0.1 0.071
H 2.572 -5.686 -0.811 -0.3 0.1 -0.2 0.069
C 3.893 3.903 1.509 -0.4 0.8 0.3 -0.032
C 2.466 4.138 2.015 0.5 -0.7 0.5 -0.406
C 1.666 5.069 1.121 0.3 -0.5 0.5 -0.151
O 0.380 5.292 1.734 0.1 0.3 -0.7 -0.405
C 0.248 6.545 2.398 0.1 0.6 0.1 -0.072
N 1.745 2.854 2.156 -0.9 0.1 -0.4 -0.006
H 4.441 4.843 1.610 0.1 -0.1 -0.2 0.089
H 3.880 3.594 0.464 0.2 -0.2 0.0 0.091
H 4.395 3.179 2.146 0.0 -0.2 -0.2 0.078
H 2.505 4.568 3.021 0.0 0.1 -0.1 0.146
H 1.531 4.606 0.140 -0.2 0.1 0.0 0.140
H 2.199 6.012 1.009 -0.1 0.1 -0.1 0.139
H 0.784 6.567 3.350 -0.2 -0.2 0.1 0.102
H -0.813 6.749 2.529 0.0 -0.2 0.2 0.092
H 0.655 7.368 1.807 0.0 -0.2 -0.3 0.103
H 1.814 2.346 1.274 0.2 -0.1 0.1 0.054
H 2.141 2.230 2.857 0.3 0.1 0.0 0.061
C 3.039 -1.999 4.385 -0.5 0.3 -0.2 -0.034
C 2.278 -0.686 4.354 0.1 0.4 -0.4 -0.427
C 1.392 -0.481 5.560 -0.6 -0.6 0.0 -0.214
O 0.509 -1.583 5.686 0.4 0.0 0.0 -0.183
C -0.333 -1.423 6.792 -0.4 0.3 0.6 -0.119
N 3.206 0.467 4.176 -0.3 0.0 0.3 0.043
H 3.761 -2.016 5.203 0.2 0.0 -0.2 0.092
H 3.478 -2.092 3.394 0.5 -0.3 0.3 0.056
H 2.357 -2.835 4.534 -0.1 0.0 0.0 0.087
H 1.657 -0.644 3.460 -0.2 -0.5 0.1 0.102
H 0.734 0.392 5.414 0.4 0.4 0.2 0.117
H 2.004 -0.392 6.468 -0.1 0.2 0.0 0.138
H -1.030 -2.256 6.845 0.0 0.0 -0.2 0.096
H -0.890 -0.475 6.731 -0.1 -0.1 -0.1 0.074
H 0.191 -1.371 7.756 0.3 -0.2 -0.2 0.093
H 2.883 1.220 4.779 0.2 0.0 0.1 0.060
H 4.134 0.218 4.501 0.0 0.1 0.0 0.073
C 6.375 -0.660 -1.542 1.2 -1.7 0.1 -0.057
C 6.169 -0.277 -0.097 -1.5 0.5 -0.2 -0.433
C 7.357 0.335 0.604 0.1 -0.1 -0.3 -0.221
O 8.346 -0.657 0.754 0.0 0.1 0.0 -0.175
C 9.562 -0.137 1.226 0.3 0.5 -0.1 -0.116
N 5.039 0.696 -0.094 -0.2 -0.1 0.7 0.043
H 7.075 -1.510 -1.558 0.3 0.3 0.0 0.078
H 6.820 0.108 -2.169 -0.3 0.3 0.1 0.091
H 5.517 -1.146 -2.007 -0.4 0.7 0.0 0.049
H 5.834 -1.138 0.495 0.5 -0.3 -0.1 0.130
H 7.006 0.723 1.573 0.2 0.0 0.1 0.125
H 7.768 1.164 0.013 -0.1 0.1 0.0 0.131
H 9.885 0.767 0.688 -0.3 -0.1 -0.2 0.087
H 10.343 -0.871 1.044 -0.1 -0.2 0.3 0.090
H 9.498 0.165 2.278 0.1 -0.3 0.1 0.088
H 4.823 0.945 0.874 0.3 0.1 0.0 0.047
H 4.213 0.145 -0.321 0.0 0.2 -0.5 0.044
C -5.771 -3.833 2.946 -0.2 -0.5 -0.6 -0.067
C -4.421 -4.536 2.915 -0.5 -0.2 0.8 -0.437
C -3.419 -3.889 1.990 0.3 0.7 0.2 -0.214
O -2.141 -4.426 2.261 -0.3 -0.1 -0.1 -0.184
C -1.095 -3.628 1.771 0.7 -0.1 0.2 -0.105
N -3.883 -4.541 4.294 0.2 0.6 -1.0 0.041
H -6.492 -4.503 3.419 0.0 0.2 0.3 0.078
H -6.175 -3.675 1.941 0.1 0.1 0.0 0.064
H -5.725 -2.886 3.482 0.1 0.0 0.0 0.070
H -4.583 -5.573 2.590 0.0 0.1 -0.3 0.140
H -3.382 -2.799 2.167 -0.1 0.0 0.2 0.114
H -3.690 -4.012 0.933 0.0 -0.2 0.0 0.131
H -1.300 -3.259 0.763 0.1 -0.1 0.0 0.081
H -0.196 -4.244 1.783 -0.1 -0.1 -0.4 0.081
H -0.844 -2.780 2.429 -0.5 0.1 0.0 0.080
H -4.509 -5.053 4.899 0.2 -0.3 0.1 0.071
H -2.970 -4.967 4.197 0.0 -0.2 0.7 0.065
C -5.817 -0.959 0.012 0.4 0.6 0.8 -0.039
C -4.377 -0.627 -0.365 -0.1 -0.7 -0.9 -0.419
C -3.971 -1.471 -1.593 0.3 0.3 0.7 -0.206
O -4.614 -0.917 -2.712 0.0 -0.1 0.0 -0.188
C -4.416 -1.666 -3.878 -0.1 -0.8 -0.7 -0.108
N -4.241 0.815 -0.619 -0.1 0.0 -0.9 0.055
H -6.521 -0.723 -0.783 0.1 0.0 -0.1 0.088
H -6.041 -0.313 0.869 -0.4 -0.2 0.0 0.063
H -5.935 -2.004 0.293 0.0 0.0 0.0 0.064
H -3.665 -0.893 0.428 -0.2 -0.1 0.2 0.114
H -4.262 -2.519 -1.451 0.0 0.0 0.0 0.126
H -2.873 -1.437 -1.665 0.0 0.0 -0.4 0.116
H -3.353 -1.806 -4.106 0.0 0.3 -0.1 0.084
H -4.946 -1.204 -4.710 0.3 0.4 0.1 0.091
H -4.838 -2.684 -3.848 0.0 0.1 0.5 0.092
H -4.907 0.995 -1.375 -0.4 0.2 0.4 0.081
H -3.393 0.952 -1.178 0.0 -0.1 0.6 0.027
C -3.439 4.292 -8.619 0.6 0.2 -1.2 -0.073
C -2.793 3.813 -7.351 0.7 -0.7 0.6 -0.451
C -3.744 3.272 -6.305 -1.0 0.6 -0.3 -0.233
O -3.023 3.048 -5.120 0.3 0.2 0.2 -0.203
C -3.864 2.748 -4.025 0.1 0.1 -0.7 -0.090
N -1.778 2.773 -7.638 0.0 0.4 0.4 0.050
H -3.777 3.495 -9.286 -0.7 -0.2 0.7 0.083
H -2.682 4.703 -9.302 0.2 0.4 0.5 0.078
H -4.174 5.079 -8.454 -0.2 -0.2 0.0 0.078
H -2.336 4.649 -6.801 0.0 0.2 -0.4 0.139
H -4.320 2.382 -6.597 0.3 -0.2 -0.2 0.137
H -4.497 4.064 -6.151 0.0 -0.1 0.2 0.126
H -4.378 1.810 -4.259 -0.1 0.0 0.5 0.091
H -4.591 3.557 -3.880 -0.1 -0.1 0.0 0.092
H -3.231 2.686 -3.144 -0.1 -0.3 0.0 0.061
H -0.946 3.227 -8.005 -0.1 -0.1 -0.3 0.073
H -1.474 2.441 -6.725 0.0 -0.3 -0.1 0.051
C -2.377 0.329 4.038 0.2 0.7 0.7 -0.043
C -3.585 0.963 3.346 0.8 -1.4 -1.2 -0.396
C -4.454 1.811 4.226 -0.6 0.5 1.0 -0.207
O -5.764 2.037 3.749 0.2 0.2 -0.7 -0.182
C -6.576 0.867 3.801 -0.1 0.5 0.3 -0.075
N -3.164 1.729 2.136 0.2 0.5 0.8 -0.009
H -2.596 0.178 5.097 0.0 -0.1 0.0 0.080
H -1.511 1.003 4.004 0.0 -0.1 0.0 0.023
H -2.066 -0.634 3.639 -0.1 0.1 -0.3 0.080
H -4.090 0.082 2.932 -0.7 0.2 0.4 0.124
H -3.993 2.800 4.359 0.0 0.0 -0.3 0.132
H -4.560 1.447 5.257 0.4 -0.5 -0.2 0.133
H -6.133 0.074 3.201 -0.2 -0.3 0.2 0.061
H -7.559 1.118 3.409 0.1 0.1 -0.2 0.096
H -6.733 0.594 4.850 0.2 -0.4 -0.1 0.098
H -3.936 2.345 1.894 -0.1 -0.2 -0.3 0.073
H -3.084 1.091 1.349 -0.1 0.2 -0.2 0.042
```
Forces are in eV/Å.

Summary:
Charge: +1
Energy relative to the best compared isomer or geometry (same formula, charge and spin) in eV: 0.000
Highest occupied orbital energy in eV: -10.210
Frontier orbital gap in eV: 6.24